(one)
DFT (the ωB97M-V functional and the def2-TZVPD basis) results for a cluster of 2 separate species, C4H9NOS in total.

As for the gap between HOMO and LUMO (spin up / spin down): 7.499 / 7.476 eV. For the LUMO energy (spin up / spin down), the calculation gives -0.76 / -0.75 eV.

Last column: Löwdin charge in e.
Element x y z (Å)
C (-0.077, -1.995, 0.228)  -0.0700
N (-0.360, -0.699, -0.550)  -0.0512
C (0.318, 0.347, -0.244)  -0.4575
C (-0.078, 1.647, -0.962)  -0.0508
C (1.487, 0.382, 0.651)  -0.0487
H (-0.983, -2.360, 0.585)  0.0377
H (0.523, -2.686, -0.410)  0.0977
H (0.509, -1.681, 1.031)  0.0235
H (-1.167, 1.631, -1.109)  0.0329
H (0.665, 1.999, -1.717)  0.0904
H (0.103, 2.502, -0.222)  0.0883
H (2.203, -0.311, 0.083)  0.1355
H (1.114, 0.134, 1.568)  0.0479
H (1.839, 1.422, 0.789)  0.0887
O (-3.007, -0.005, 0.859)  -0.6885
S (-3.089, -0.327, -0.581)  0.7241

---

(two)
DFT (the ωB97M-V functional and the def2-TZVPD basis) results for a cluster of 2 separate species, C4H9NOS in total.

As for the gap between HOMO and LUMO: 5.047 eV. For the LUMO energy, the calculation gives -2.93 eV.

Last column: Löwdin charge in e.
Element x y z (Å)
C (0.553, 1.031, 1.758)  -0.0659
N (1.179, 0.671, 0.454)  -0.0295
C (0.810, -0.601, 0.047)  -0.2780
C (-0.418, -0.817, -0.735)  -0.6256
S (-1.415, 0.621, -1.129)  0.4692
C (1.681, -1.690, 0.298)  -0.2174
O (1.418, -2.851, 0.049)  0.0804
H (1.023, 0.433, 2.535)  0.0853
H (0.779, 2.077, 1.951)  0.0879
H (-0.527, 0.892, 1.750)  0.0683
H (0.781, 1.288, -0.266)  0.0644
H (-3.491, 1.965, -2.882)  0.0028
H (-0.194, -1.351, -1.667)  0.1021
H (-1.054, -1.503, -0.149)  0.1277
H (-3.790, 1.299, -2.746)  -0.0058
H (2.665, -1.463, 0.733)  0.1341

---

(three)
DFT (the ωB97M-V functional and the def2-TZVPD basis) results for a cluster of 2 separate species, C4H9NOS in total.

As for the gap between HOMO and LUMO (spin up / spin down): 8.144 / 8.143 eV. For the LUMO energy (spin up / spin down), the calculation gives 0.61 / 0.61 eV.

Last column: Löwdin charge in e.
Element x y z (Å)
C (0.525, 1.216, 0.174)  -0.0820
C (0.170, 1.272, -1.360)  -0.0417
C (0.400, -0.024, -0.670)  -0.2940
C (0.967, -1.260, -1.134)  -0.0764
N (-1.581, -0.414, 2.451)  -0.2757
O (-1.250, -0.883, -0.018)  -0.6016
S (-2.163, -0.081, 0.879)  0.7942
H (1.600, 1.526, 0.575)  0.1528
H (-0.152, 1.399, 0.888)  -0.0156
H (-0.645, 1.618, -1.790)  0.0516
H (1.071, 1.544, -1.907)  0.1124
H (1.194, -1.979, -0.249)  0.1177
H (1.946, -1.212, -1.688)  0.1017
H (0.299, -1.798, -1.807)  0.0858
H (-0.927, 0.287, 2.760)  0.0109
H (-1.452, -1.212, 2.895)  -0.0400

---

(four)
DFT (the ωB97M-V functional and the def2-TZVPD basis) results for an isolated molecule of C4H9NOS.

As for the gap between HOMO and LUMO: 9.780 eV. For the LUMO energy, the calculation gives 0.82 eV.

Last column: Löwdin charge in e.
Element x y z (Å)
C (-1.941, 1.103, -0.472)  -0.1307
N (-1.071, -0.035, -0.691)  -0.0847
C (0.323, 0.089, -0.227)  -0.4208
C (0.483, 0.666, 1.145)  -0.2649
O (0.836, 0.108, 2.148)  0.0638
C (1.003, -1.298, -0.309)  -0.5153
S (2.790, -1.082, -0.355)  0.7330
H (-2.134, 1.305, 0.584)  0.0769
H (-2.878, 0.813, -0.966)  0.0825
H (-1.660, 1.978, -1.047)  0.0830
H (-1.384, -0.901, -0.284)  0.1068
H (0.826, 0.864, -0.825)  0.1373
H (0.266, 1.758, 1.198)  0.1276
H (0.690, -1.761, -1.241)  0.0715
H (0.760, -1.840, 0.598)  0.0759
H (3.091, -1.769, 0.743)  -0.1420

---

Stability, highest: (four)

---

(one)
DFT (the ωB97M-V functional and the def2-TZVPD basis) results for an isolated molecule of C4H9NOS.

As for the gap between HOMO and LUMO: 8.537 eV. For the LUMO energy, the calculation gives 0.78 eV.

Last column: Löwdin charge in e.
Element x y z (Å)
C (0.923, -0.260, -1.292)  -0.0891
C (-1.451, -0.379, -1.291)  0.0057
C (0.272, 1.317, 1.682)  -0.1917
C (-0.349, -0.247, -0.606)  -0.5807
N (0.722, -1.444, 1.610)  -0.4881
O (2.063, -1.275, 1.201)  -0.2179
S (-0.380, -0.405, 1.179)  0.9992
H (1.349, 0.767, -0.944)  0.1220
H (1.485, -1.026, -0.828)  0.0508
H (0.874, -0.437, -2.330)  0.0753
H (-2.452, -0.492, -0.903)  0.0641
H (-1.390, -0.317, -2.328)  0.0489
H (2.555, -1.477, 2.063)  0.1164
H (1.207, 1.571, 1.151)  0.0508
H (0.212, 1.220, 2.744)  0.0330
H (-0.523, 1.754, 1.156)  0.0014

---

(two)
DFT (the ωB97M-V functional and the def2-TZVPD basis) results for a structure of composition C4H9NOS.

As for the gap between HOMO and LUMO: 4.897 eV. For the LUMO energy, the calculation gives -3.11 eV.

Last column: Löwdin charge in e.
Element x y z (Å)
C (-0.330, -0.166, 2.498)  -0.0903
N (-0.228, -0.820, 1.204)  -0.0173
C (-0.706, -0.075, 0.023)  -0.2459
C (0.084, 0.583, -1.038)  -0.6423
S (1.816, 0.289, -0.902)  0.4862
C (-2.049, -0.251, -0.258)  -0.1989
O (-2.691, 0.339, -1.186)  0.0347
H (-1.399, -0.003, 2.653)  0.0835
H (0.086, -0.762, 3.323)  0.0902
H (0.233, 0.814, 2.422)  0.1076
H (0.805, -1.026, 0.932)  0.0833
H (3.920, -0.106, -3.892)  0.0182
H (-0.267, 0.201, -1.917)  0.0572
H (-0.233, 1.614, -0.872)  0.1356
H (3.542, 0.325, -3.361)  -0.0285
H (-2.586, -0.955, 0.369)  0.1268

---

Stability, highest: (one)

---

(one)
DFT (the ωB97M-V functional and the def2-TZVPD basis) results for a structure of composition C4H9NOS.

As for the gap between HOMO and LUMO: 9.078 eV. For the LUMO energy, the calculation gives 0.25 eV.

Last column: Löwdin charge in e.
Element x y z (Å)
C (-1.902, -1.127, -0.008)  -0.1730
C (-0.771, -0.114, -0.371)  -0.7881
C (-1.006, 1.105, 0.260)  -0.3606
C (3.073, -0.259, -0.056)  -0.0742
H (-1.877, -1.558, 1.124)  0.1191
H (-2.989, -0.968, -0.323)  0.0985
H (-1.541, -2.060, -0.557)  0.0528
H (-0.717, 0.281, -1.411)  0.1392
H (-1.179, 0.916, 1.392)  0.1382
H (-1.947, 1.768, -0.273)  0.1873
H (1.056, 1.509, 0.553)  0.1897
H (3.659, -1.216, -0.211)  0.0870
H (3.646, 0.688, -0.241)  0.0780
N (1.795, 0.062, 0.131)  -0.4215
O (0.129, 2.020, -0.103)  -0.2517
S (0.572, -1.046, 0.094)  0.9795

---

(two)
DFT (the ωB97M-V functional and the def2-TZVPD basis) results for a cluster of 2 separate species, C4H9NOS in total.

As for the gap between HOMO and LUMO: 8.865 eV. For the LUMO energy, the calculation gives 0.57 eV.

Last column: Löwdin charge in e.
Element x y z (Å)
C (-1.187, -1.208, -0.830)  -0.4181
C (-0.241, 1.494, -0.117)  -0.1309
C (-0.061, -0.215, 1.696)  -0.1435
C (0.142, 0.042, 0.242)  -0.7680
N (-0.434, -2.221, -1.167)  0.0866
O (-2.337, -0.867, -1.021)  0.0439
S (1.768, -0.533, -0.246)  0.7805
H (0.320, 2.136, 0.573)  0.0748
H (-0.083, 1.678, -1.251)  0.0999
H (-1.336, 1.676, -0.156)  0.0792
H (-1.077, 0.035, 1.910)  0.0876
H (0.727, 0.352, 2.136)  0.0700
H (0.107, -1.283, 1.710)  0.0674
H (0.501, -2.124, -0.671)  0.0110
H (-0.789, -3.122, -1.512)  0.1320
H (1.520, -0.658, -1.596)  -0.0723

---

Stability, highest: (two)